Below is a single C3H7N3 molecule at a distorted geometry, with properties calculated with ωB97M-V with the def2-TZVPD basis set.

Computed properties:
Charge: 0
SMILES: [H]/N=C\N=C(/C)N
E_tot: -7693.7466 eV
Relative energy (zero: lowest compared OMol25 entry of this formula, charge and spin): 90.0 kJ/mol

CARTESIAN COORDINATES (ANGSTROEM)
C -1.164 0.583 -0.630
C 0.301 0.408 -0.293
N 1.173 1.169 -1.017
C 0.097 -0.961 1.414
N 0.834 -0.624 0.345
N 0.276 -2.060 2.024
H 0.859 1.617 -1.868
H 2.132 0.843 -1.013
H 0.638 -2.796 1.410
H -0.558 -0.081 1.799
H -1.821 0.087 0.084
H -1.347 0.167 -1.625
H -1.420 1.646 -0.630

=====

Below is 3 unconnected molecules or ions with the total composition C4H14O2S at a distorted geometry, with properties calculated with ωB97M-V with the def2-TZVPD basis set.

Computed properties:
Charge: 0
SMILES: CCCCS.O.O
E_tot: -19305.0975 eV
Relative energy (zero: lowest compared OMol25 entry of this formula, charge and spin): 43.1 kJ/mol

CARTESIAN COORDINATES (ANGSTROEM)
C 1.427 -1.901 -2.153
C 0.706 -1.427 -0.890
C -0.371 -0.419 -1.180
C -1.352 -0.186 -0.042
S -1.896 1.542 0.138
H 2.334 -2.447 -1.885
H 0.760 -2.598 -2.683
H 1.580 -1.095 -2.870
H 1.424 -0.951 -0.199
H 0.379 -2.281 -0.322
H -0.945 -0.718 -2.059
H 0.019 0.548 -1.521
H -0.875 -0.412 0.914
H -2.243 -0.792 -0.099
H -2.425 1.716 -1.080
H 0.165 4.589 -0.169
H 0.151 4.200 1.309
O 0.573 4.801 0.675
H -0.346 -0.227 4.990
H 0.838 -1.176 4.799
O 0.098 -0.764 4.327

=====

Below is a molecular structure, C54H85FN22O6P at a distorted geometry, with properties calculated with ωB97M-V with the def2-TZVPD basis set.

Computed properties:
Charge: +1
E_tot: -114433.2578 eV

CARTESIAN COORDINATES (ANGSTROEM)
C 3.315 -0.168 6.283
C 3.288 -1.372 5.273
N 3.773 -0.963 3.926
C 2.893 -1.405 2.888
C 2.108 -0.387 2.214
P 2.118 1.432 2.619
O 2.868 1.771 3.861
O 0.530 1.800 2.903
O 2.612 2.273 1.296
C 1.266 -0.948 1.135
C 0.378 -0.066 0.248
C -1.094 0.046 0.734
O -1.448 0.273 1.844
O -2.073 -0.081 -0.252
C 1.405 -2.412 1.009
C 0.521 -3.058 -0.099
C -0.914 -3.192 0.535
C -1.161 -4.522 1.343
C -2.288 -4.189 2.409
C -3.407 -3.268 1.827
C -4.783 -3.293 2.571
C -4.971 -2.089 3.536
O -4.449 -0.874 3.018
C -3.708 -0.160 4.002
N 2.156 -3.268 1.689
N 2.906 -2.733 2.610
F 3.698 -3.557 3.278
H 2.555 0.596 6.039
H 4.352 0.239 6.265
H 3.171 -0.573 7.308
H 4.035 -2.102 5.673
H 2.315 -1.904 5.267
H 4.724 -1.268 3.740
H 0.491 2.644 3.382
H 1.855 2.818 1.000
H 0.475 -0.376 -0.815
H 0.808 0.962 0.292
H -1.870 -0.930 -0.682
H 0.933 -4.029 -0.436
H 0.446 -2.339 -0.938
H -0.991 -2.373 1.294
H -1.705 -3.108 -0.236
H -1.432 -5.385 0.705
H -0.258 -4.766 1.959
H -2.675 -5.108 2.898
H -1.782 -3.582 3.212
H -2.985 -2.238 1.827
H -3.621 -3.506 0.755
H -4.913 -4.285 3.059
H -5.582 -3.245 1.794
H -4.563 -2.367 4.532
H -6.071 -1.946 3.689
H -3.189 -0.815 4.735
H -2.934 0.467 3.510
H -4.387 0.528 4.561
C -0.008 -2.465 7.149
C -0.884 -3.178 6.225
N -1.576 -3.737 5.498
H 0.547 -1.672 6.643
H -0.572 -2.005 7.957
H 0.722 -3.136 7.602
C -1.779 3.168 0.700
C -0.344 2.921 0.587
N 0.783 2.704 0.503
H -1.993 4.006 1.359
H -2.226 3.396 -0.266
H -2.297 2.298 1.102
C -9.891 -1.573 3.952
C -9.076 -2.729 4.308
N -8.434 -3.638 4.589
H -9.271 -0.719 3.675
H -10.544 -1.792 3.106
H -10.524 -1.263 4.783
C 0.261 6.669 0.848
C -1.049 6.456 0.237
N -2.078 6.291 -0.244
H 0.672 7.640 0.578
H 0.208 6.630 1.935
H 0.976 5.910 0.529
C 3.050 -6.054 -3.016
C 1.705 -5.972 -2.457
N 0.645 -5.909 -2.016
H 3.712 -5.309 -2.573
H 3.496 -7.034 -2.837
H 3.047 -5.887 -4.098
C 3.132 -8.391 -6.456
C 3.559 -7.022 -6.187
N 3.896 -5.945 -5.976
H 2.194 -8.412 -7.010
H 3.874 -8.928 -7.046
H 2.981 -8.949 -5.532
C -2.953 -5.893 8.593
C -2.503 -4.525 8.818
N -2.149 -3.448 8.996
H -3.883 -5.916 8.025
H -2.213 -6.467 8.036
H -3.131 -6.412 9.535
C 1.117 4.352 -2.674
C 1.991 5.476 -2.989
N 2.676 6.362 -3.241
H 1.407 3.454 -3.220
H 1.145 4.108 -1.611
H 0.080 4.569 -2.931
C 2.322 7.135 -6.516
C 2.320 7.254 -7.969
N 2.314 7.347 -9.113
H 2.276 6.094 -6.203
H 3.224 7.565 -6.080
H 1.470 7.647 -6.070
C 1.960 -7.897 0.845
C 2.869 -8.996 1.152
N 3.585 -9.859 1.394
H 2.503 -6.984 0.599
H 1.317 -8.131 -0.004
H 1.309 -7.667 1.690
C -0.639 6.826 -10.258
C -1.942 7.272 -9.778
N -2.968 7.620 -9.396
H 0.175 7.385 -9.796
H -0.473 5.771 -10.037
H -0.547 6.950 -11.337
C 6.326 5.617 -5.047
C 5.332 5.140 -6.002
N 4.547 4.769 -6.753
H 7.087 6.225 -5.537
H 5.865 6.228 -4.271
H 6.834 4.787 -4.556
C -1.821 -8.217 2.814
C -1.926 -8.077 1.365
N -2.007 -7.967 0.225
H -1.564 -9.238 3.097
H -1.053 -7.559 3.222
H -2.762 -7.967 3.305
C -1.331 2.438 -5.477
C -0.450 3.560 -5.778
N 0.240 4.444 -6.021
H -1.043 1.543 -6.029
H -1.311 2.187 -4.415
H -2.365 2.661 -5.738
C 3.904 3.535 7.540
C 3.250 2.733 8.570
N 2.737 2.097 9.375
H 3.770 4.602 7.723
H 4.976 3.340 7.506
H 3.499 3.318 6.550
C -3.685 3.048 -9.122
C -3.151 1.734 -8.773
N -2.731 0.701 -8.500
H -2.885 3.760 -9.331
H -4.317 2.996 -10.009
H -4.288 3.461 -8.313
C 4.580 1.564 -8.151
C 5.131 0.268 -7.771
N 5.565 -0.751 -7.469
H 5.367 2.281 -8.384
H 3.942 1.484 -9.032
H 3.978 1.993 -7.351
C -5.698 1.416 0.703
C -5.062 2.703 0.947
N -4.500 3.685 1.137
H -6.615 1.512 0.121
H -5.030 0.751 0.155
H -5.951 0.922 1.641
C 4.016 8.743 1.032
C 3.107 8.163 2.015
N 2.391 7.707 2.788
H 4.200 9.798 1.236
H 4.980 8.234 1.035
H 3.609 8.669 0.023

=====

Which formula does entry 2 have?
C4H14O2S

=====

Look up the charge of the third one.
+1